1.
Computed, not measured: C22H29N4O2PdSSe4 as an isolated structure, with ωB97M-V with the def2-TZVPD basis set.

Summary:
E_HOMO = -4.1 eV
E_tot = -11357.22986 hartree
ΔE to the lowest compared entry with this formula, charge and spin = 0.0 kJ/mol
Kohn-Sham gap = 6.51 eV
charge = -1

Element x y z (Å)
Pd 3.045 -0.042 2.424
C -1.470 -3.323 3.936
C -1.218 -3.142 2.443
N -1.456 -1.789 1.956
C -2.815 -1.462 1.530
C -3.618 -0.717 2.593
C -0.490 -0.811 1.940
S 1.008 -1.256 2.702
N -0.899 0.345 1.442
C -0.121 1.354 0.991
O 1.025 1.291 0.559
C -0.842 2.685 0.915
C -2.197 2.824 1.200
C -2.810 4.066 1.107
C -2.074 5.182 0.730
C -0.720 5.050 0.445
C -0.110 3.807 0.534
H -1.236 -4.348 4.234
H -2.513 -3.125 4.190
H -0.833 -2.646 4.506
H -1.867 -3.806 1.868
H -0.190 -3.412 2.211
H -3.310 -2.404 1.286
H -2.764 -0.864 0.622
H -3.714 -1.311 3.502
H -4.622 -0.494 2.222
H -3.122 0.219 2.846
H -2.758 1.946 1.490
H -3.866 4.164 1.331
H -2.553 6.151 0.662
H -0.140 5.918 0.157
H 0.943 3.678 0.321
Se 2.722 0.721 4.652
Se 4.632 0.257 5.814
Se 6.009 1.575 4.363
Se 5.443 0.312 2.536
C -0.789 -2.191 -4.956
C -1.119 -1.563 -3.608
N 0.042 -0.942 -2.979
C 0.053 0.512 -2.857
C 0.288 1.217 -4.185
C 0.915 -1.770 -2.339
O 0.728 -2.975 -2.259
C 2.133 -1.131 -1.740
C 3.184 -0.662 -2.512
C 4.262 -0.088 -1.868
C 4.237 0.036 -0.487
N 3.225 -0.412 0.261
C 2.207 -1.006 -0.364
H -1.684 -2.636 -5.397
H -0.044 -2.975 -4.826
H -0.397 -1.445 -5.650
H -1.507 -2.327 -2.934
H -1.882 -0.791 -3.718
H 0.813 0.799 -2.136
H -0.906 0.825 -2.432
H 1.246 0.922 -4.615
H 0.294 2.299 -4.039
H -0.497 0.978 -4.906
H 3.156 -0.749 -3.592
H 5.111 0.292 -2.421
H 5.035 0.540 0.040
H 1.398 -1.352 0.260

2.
Computed, not measured: C22H29N7SSc as an isolated structure, with ωB97M-V with the def2-TZVPD basis set.

Summary:
E_HOMO = -17.1 eV
E_tot = -2397.24032 hartree
ΔE to the lowest compared entry with this formula, charge and spin = 0.0 kJ/mol
Kohn-Sham gap = 7.96 eV
charge = +3

Element x y z (Å)
Sc 0.373 0.302 -0.224
C 2.046 2.797 -0.927
C 3.140 1.983 -0.254
N 2.666 0.593 0.029
C 3.059 0.105 1.386
C 2.323 0.807 2.521
S 0.499 0.743 2.353
C -0.015 2.491 2.184
C 0.735 3.276 1.123
N 0.751 2.605 -0.214
H 2.333 3.850 -0.973
H 1.911 2.461 -1.959
H 4.028 1.969 -0.884
H 3.446 2.446 0.682
H 3.143 -0.028 -0.622
H 2.857 -0.967 1.416
H 4.134 0.231 1.540
H 2.571 0.320 3.463
H 2.610 1.852 2.629
H -1.085 2.429 1.971
H 0.091 2.972 3.156
H 0.283 4.266 1.041
H 1.763 3.442 1.437
H 0.030 3.058 -0.771
C -1.053 0.891 -2.993
N 0.084 0.035 -2.563
C -0.188 -1.408 -2.833
C 0.361 -2.272 -1.745
N 0.560 -1.830 -0.503
C 0.940 -2.955 0.252
C 1.212 -3.098 1.611
C 1.551 -4.360 2.055
C 1.616 -5.458 1.182
C 1.326 -5.331 -0.161
C 0.984 -4.058 -0.597
N 0.610 -3.575 -1.852
C -2.069 0.904 -1.893
N -1.736 0.657 -0.627
C -2.924 0.771 0.116
C -3.176 0.574 1.472
C -4.474 0.761 1.901
C -5.501 1.123 1.012
C -5.266 1.300 -0.335
C -3.956 1.113 -0.757
N -3.366 1.178 -2.021
H -0.679 1.902 -3.174
H -1.492 0.542 -3.930
H 0.892 0.299 -3.121
H -1.270 -1.554 -2.862
H 0.207 -1.703 -3.806
H 1.124 -2.275 2.310
H 1.760 -4.518 3.105
H 1.885 -6.427 1.578
H 1.358 -6.182 -0.829
H 0.521 -4.124 -2.696
H -2.407 0.257 2.166
H -4.717 0.615 2.945
H -6.503 1.255 1.397
H -6.062 1.563 -1.019
H -3.844 1.385 -2.887

3.
Computed, not measured: one molecule with the formula C22H29N9O2 in a non-equilibrium geometry, with ωB97M-V with the def2-TZVPD basis set.

Summary:
structure (SMILES) = CCCN(CCC)Cc1c(C(=O)N/N=C/C(C)=C\c2ccccc2)nnn1-c1nonc1N
E_HOMO = -8.3 eV
E_tot = -1498.88250 hartree
ΔE to the lowest compared entry with this formula, charge and spin = 113.6 kJ/mol
Kohn-Sham gap = 8.34 eV
charge = 0

Element x y z (Å)
C 1.133 -1.035 3.223
C 2.084 -0.377 2.232
C 2.169 1.135 2.465
N 3.017 1.791 1.478
C 4.170 2.475 2.033
C 5.217 1.486 2.548
C 5.771 0.619 1.425
C 2.253 2.588 0.530
C 1.570 1.655 -0.402
C 0.264 1.182 -0.485
C -0.876 1.628 0.327
O -0.828 2.611 1.048
N -2.021 0.894 0.252
N -2.155 -0.218 -0.473
C -3.285 -0.797 -0.552
C -3.409 -2.022 -1.307
C -2.118 -2.697 -1.655
C -4.602 -2.552 -1.637
C -5.912 -1.949 -1.436
C -6.991 -2.750 -1.057
C -8.243 -2.203 -0.858
C -8.450 -0.847 -1.054
C -7.397 -0.045 -1.463
C -6.140 -0.589 -1.655
N 0.217 0.247 -1.466
N 1.367 0.106 -1.973
N 2.227 0.945 -1.354
C 3.541 0.998 -1.753
N 4.415 1.908 -1.430
O 5.548 1.592 -2.059
N 5.415 0.468 -2.807
C 4.181 0.056 -2.652
N 3.627 -1.050 -3.167
H 0.133 -0.618 3.121
H 1.470 -0.869 4.244
H 1.078 -2.106 3.048
H 3.080 -0.812 2.328
H 1.735 -0.570 1.216
H 1.156 1.555 2.434
H 2.560 1.315 3.471
H 3.883 3.163 2.847
H 4.624 3.064 1.233
H 4.781 0.850 3.319
H 6.028 2.056 3.006
H 6.263 1.234 0.677
H 6.491 -0.098 1.813
H 4.961 0.076 0.945
H 2.941 3.212 -0.043
H 1.492 3.221 1.011
H -2.813 1.257 0.794
H -4.172 -0.411 -0.034
H -1.422 -1.955 -2.036
H -2.271 -3.484 -2.388
H -1.672 -3.129 -0.760
H -4.615 -3.531 -2.101
H -6.832 -3.808 -0.901
H -9.064 -2.835 -0.553
H -9.430 -0.419 -0.903
H -7.557 1.009 -1.639
H -5.333 0.032 -2.014
H 4.124 -1.534 -3.893
H 2.620 -1.117 -3.107

4.
Computed, not measured: C22H30BaN4OS2 as an isolated structure in a non-equilibrium geometry, with ωB97M-V with the def2-TZVPD basis set.

Summary:
E_HOMO = -7.5 eV
E_tot = -1972.47398 hartree
ΔE to the lowest compared entry with this formula, charge and spin = 75.7 kJ/mol
Kohn-Sham gap = 7.57 eV
charge = 0

Element x y z (Å)
Ba -0.072 0.492 -0.176
C -0.307 -4.155 1.254
C -0.402 -2.656 1.335
N 0.417 -1.896 0.700
N 1.511 -2.611 0.119
C 2.223 -2.057 -0.815
S 1.992 -0.674 -1.862
S 3.797 -2.888 -1.076
C 4.146 -3.599 0.533
C 4.818 -2.684 1.537
C 5.567 -3.246 2.568
C 6.159 -2.452 3.539
C 6.014 -1.071 3.493
C 5.273 -0.503 2.464
C 4.678 -1.301 1.493
C -1.444 -2.073 2.262
C -1.808 -2.840 3.373
C -2.704 -2.385 4.325
C -3.276 -1.127 4.158
C -2.945 -0.352 3.059
C -2.034 -0.808 2.103
O -1.727 -0.029 1.050
H 0.037 -4.457 0.270
H -1.270 -4.613 1.472
H 0.426 -4.538 1.970
H 4.762 -4.482 0.357
H 3.187 -3.939 0.924
H 5.687 -4.325 2.608
H 6.740 -2.912 4.329
H 6.482 -0.449 4.244
H 5.167 0.575 2.410
H 4.122 -0.849 0.677
H -1.355 -3.815 3.507
H -2.952 -2.999 5.180
H -3.987 -0.748 4.884
H -3.393 0.622 2.906
C 2.701 2.339 1.226
N 1.298 2.732 1.058
C 0.733 3.095 2.356
C 1.200 3.842 0.097
C -0.211 4.114 -0.410
N -0.710 3.102 -1.352
C -2.173 3.144 -1.414
C -0.140 3.293 -2.684
H 3.309 3.170 1.612
H 3.117 2.012 0.271
H 2.776 1.510 1.932
H 1.273 3.938 2.812
H 0.798 2.243 3.033
H -0.319 3.366 2.272
H 1.850 3.608 -0.749
H 1.586 4.770 0.545
H -0.222 5.108 -0.882
H -0.903 4.166 0.432
H -2.548 4.143 -1.678
H -2.600 2.860 -0.450
H -2.531 2.442 -2.168
H -0.399 4.277 -3.101
H -0.514 2.523 -3.360
H 0.946 3.205 -2.660